C3H8N2O2 | ωB97M-V/def2-TZVPD

* HOMO (alpha / beta): -15.3 / -15.3 eV
* charge: +1
* multiplicity: 2
* Kohn-Sham gap (alpha / beta): 0.4363 / 0.2282 Eh
* relative energy (zero: lowest compared OMol25 entry of this formula, charge and spin): 147.70 kJ/mol

Last column: Löwdin spin population.
Atoms and positions in Å:
O  -1.75  0.39  -1.22  0.17
C  -0.81  0.33  -0.51  0.12
N  -0.02  1.35  -0.11  0.04
C  1.22  1.21  0.59  0.00
O  2.21  0.44  -0.09  0.00
C  -0.49  -1.06  0.30  0.14
N  -1.34  -2.11  -0.07  0.46
H  -0.28  2.11  -0.74  0.01
H  1.10  0.78  1.58  0.00
H  1.59  2.23  0.75  0.00
H  2.15  0.76  -1.01  0.00
H  -0.55  -0.99  1.40  0.01
H  0.58  -1.25  0.11  0.02
H  -2.34  -1.95  0.09  0.02
H  -1.28  -2.24  -1.09  0.01

=====

C4H11NO3 | ωB97M-V/def2-TZVPD

* HOMO: -8.8 eV
* charge: 0
* SMILES: CN[C@H](C)C(=O)O.O
* Kohn-Sham gap: 0.3291 Eh
* relative energy (zero: lowest compared OMol25 entry of this formula, charge and spin): 288.45 kJ/mol

Last column: natural (NBO) charge in e.
Atoms and positions in Å:
H  0.93  -0.22  -2.45  0.49
O  2.07  -1.03  -2.05  -0.91
O  -0.16  0.12  -2.49  -0.74
H  2.71  -0.94  -1.35  0.50
H  1.20  -1.27  -1.66  0.50
C  -0.76  0.56  -1.34  0.79
O  -1.94  0.74  -1.47  -0.57
C  -0.01  0.46  -0.01  -0.17
H  0.96  0.01  0.07  0.19
N  -0.98  -0.52  0.67  -0.63
H  -1.79  0.02  0.98  0.37
C  -0.49  -1.38  1.74  -0.42
H  -0.79  -1.03  2.69  0.18
H  -1.05  -2.34  1.56  0.20
H  0.61  -1.62  1.63  0.18
C  -0.10  1.79  0.72  -0.64
H  -1.06  2.33  0.55  0.24
H  -0.09  1.86  1.81  0.22
H  0.73  2.47  0.39  0.21